A structure of composition C5H12FNiO2 at a distorted geometry. Source: the OMol25 dataset; level of theory: ωB97M-V/def2-TZVPD.

```
! RIJCOSX wB97M-V def2-TZVPD def2/J DEFGRID3
* xyz 1 3
F -1.3746 2.2684 1.7293
C 0.6860 -0.9368 0.5505
O -0.0195 0.2963 0.7497
C 0.7588 1.3914 1.2424
C -0.1080 2.6130 1.1361
H -2.5426 -1.1702 1.2088
H 1.5877 -0.9436 1.1775
H 0.0266 -1.7467 0.8811
H 1.6553 1.5304 0.6244
H 1.0547 1.1924 2.2817
H -0.3366 2.8850 0.1009
H 0.2894 3.4592 1.7023
C -0.8442 -1.6129 -2.2684
O -0.0305 -0.5783 -1.7598
C 1.0362 -0.9929 -0.9551
H -0.4535 -1.8769 -3.2576
H -0.8067 -2.5018 -1.6166
H -1.8945 -1.2971 -2.3740
H 1.8819 -0.3211 -1.1538
H 1.3527 -2.0151 -1.2270
Ni -1.9186 0.3572 1.2274
*
```

Summary:
* frontier orbital gap (spin up / spin down): 9.882 / 7.461 eV
* E_HOMO (spin up / spin down): -13.45 / -13.44 eV
* E_LUMO (spin up / spin down): -3.56 / -5.98 eV

---

A structure of composition C32H46Br6F18N2O14 at a distorted geometry. Source: the OMol25 dataset; level of theory: ωB97M-V/def2-TZVPD.

```
! RIJCOSX wB97M-V def2-TZVPD def2/J DEFGRID3
* xyz 1 2
C 3.1954 -1.2908 5.1291
C 3.5891 -2.1831 3.9669
O 4.5150 -2.9584 4.1821
N 2.8089 -2.2395 2.8924
C 2.1221 -1.1181 2.2158
H 2.1074 -1.3190 5.1901
H 3.4171 -0.2348 4.9747
H 3.7526 -1.4697 6.0487
H 3.1077 -2.9960 2.2937
H 2.7110 -0.2011 2.2336
H 1.2190 -0.8856 2.7801
H 1.8813 -1.4994 1.2235
C -2.9419 4.1922 -4.8542
C -3.6131 2.9029 -4.2749
O -3.0675 1.7727 -4.2162
N -4.7971 3.1789 -3.6963
C -5.6553 2.1083 -3.1601
H -2.5013 3.7838 -5.7637
H -2.2316 4.7208 -4.2186
H -3.7484 4.9065 -5.0201
H -5.0173 4.1627 -3.6350
H -5.9555 2.3872 -2.1501
H -5.1338 1.1548 -3.0759
H -6.4970 1.8285 -3.7937
C -0.3837 -3.2168 5.0174
C -0.4108 -3.4320 3.5416
O -1.1851 -4.5625 3.2855
C -1.4726 -4.8317 1.9880
O -0.9328 -4.2337 1.0047
C -2.5694 -5.8867 1.8912
F -3.2431 -5.9060 2.9776
F -3.4252 -5.4924 0.9726
F -2.1046 -7.0948 1.5514
H -1.2083 -2.6591 5.4612
H 0.5212 -2.6960 5.3306
H -0.2062 -4.1948 5.4648
H 0.6159 -3.7486 3.3576
H -0.6430 -2.6661 2.8016
C -0.0217 -0.1351 -5.1959
C 0.2743 1.3085 -4.8299
O 0.7217 2.0633 -5.9172
C 0.7846 3.4217 -5.7851
O 0.5341 4.0261 -4.7424
C 0.8509 4.1408 -7.1783
F -0.1403 5.0131 -7.3549
F 1.9428 4.9595 -7.1713
F 0.9931 3.3022 -8.2118
H 0.8383 -0.6904 -5.5702
H -0.8978 -0.2315 -5.8372
H -0.3753 -0.6945 -4.3298
H 1.1136 1.1755 -4.1473
H -0.6079 1.7653 -4.3814
C -0.0303 2.1203 3.6348
C -0.1441 2.6339 5.0338
O -0.4266 1.7851 6.1234
C -1.7085 1.4497 6.3398
O -2.5855 1.4416 5.4566
C -2.0186 1.0508 7.7639
F -2.2328 -0.2617 7.8845
F -0.9386 1.3501 8.5419
F -3.1024 1.7199 8.1128
H 0.1012 2.9087 2.8937
H -0.9546 1.6643 3.2802
H 0.8759 1.5356 3.4762
H -0.8568 3.4586 5.0264
H 0.8383 3.0973 5.1247
C -0.7083 2.1941 -1.5201
C -0.6623 0.6491 -1.4371
O -1.8366 0.1160 -0.8327
C -1.7367 -0.2615 0.4814
O -0.7731 -0.1952 1.2539
C -3.1085 -0.7859 0.9913
F -3.3762 -0.2603 2.1715
F -4.0914 -0.5561 0.1166
F -3.0512 -2.0843 1.0461
H -0.0614 2.4174 -2.3685
H -0.4102 2.7503 -0.6314
H -1.6977 2.5394 -1.8201
H 0.2021 0.3953 -0.8235
H -0.7490 0.2117 -2.4317
C 1.5977 -2.1297 -2.0424
C 2.8316 -1.2462 -2.0887
O 3.6879 -1.6733 -3.2030
C 4.7472 -2.5594 -2.9582
O 4.8491 -3.1726 -1.8566
C 5.7630 -2.7172 -4.1095
F 5.1031 -2.8243 -5.2519
F 6.4930 -1.5913 -4.0872
F 6.6362 -3.7290 -3.9817
H 1.8412 -3.1717 -2.2501
H 1.0438 -1.8206 -2.9289
H 0.9628 -2.0576 -1.1594
H 3.4262 -1.4055 -1.1891
H 2.6530 -0.1786 -2.2172
C 3.5793 3.5786 1.6068
C 4.1661 2.2250 1.3409
O 4.7560 2.1803 0.0641
C 3.9231 1.9891 -1.0836
O 2.6815 1.7347 -0.9319
C 4.4950 2.2679 -2.4703
F 5.7769 2.6209 -2.4291
F 4.3649 1.2363 -3.2766
F 3.7406 3.3089 -2.8832
H 2.9687 3.8467 0.7446
H 4.3043 4.3853 1.7148
H 2.9346 3.5705 2.4857
H 3.4272 1.4252 1.3909
H 4.8200 1.9708 2.1751
C -3.6811 -1.7447 -3.2381
Br -3.9129 -1.4318 -5.2529
Br -1.9754 -2.8720 -2.9256
Br -5.3570 -2.4906 -2.3893
H -3.5396 -0.7608 -2.7909
C -5.3539 -3.5929 4.9197
Br -7.1357 -3.4240 5.9868
Br -3.8416 -4.0883 6.1208
Br -4.8239 -1.8530 4.1080
H -5.3380 -4.3965 4.1835
*
```

Summary:
* frontier orbital gap (spin up / spin down): 7.587 / 2.762 eV
* E_HOMO (spin up / spin down): -11.56 / -11.56 eV
* E_LUMO (spin up / spin down): -3.98 / -8.80 eV

---

The ion C4H8N3 with charge +1 at a distorted geometry. Source: the OMol25 dataset; level of theory: ωB97M-V/def2-TZVPD.

```
! RIJCOSX wB97M-V def2-TZVPD def2/J DEFGRID3
* xyz 1 1
H 1.5162 2.6157 -0.3464
N 1.3320 1.7456 0.1625
N 1.8501 0.6625 -0.1659
C 1.5369 -0.5476 0.5233
C 0.1909 -0.9650 -0.1316
N -0.8302 -0.0359 0.1427
C -1.9536 0.3617 0.0460
C -3.2315 0.5601 0.0927
H 2.3724 0.5495 -0.9970
H 1.5105 -0.2602 1.5570
H 2.2262 -1.3670 0.3799
H 0.4763 -1.0572 -1.2212
H -0.0023 -2.0256 0.1950
H -3.8324 0.9825 -0.6981
H -3.8252 0.4949 1.0959
*
```

Summary:
* energy relative to the best compared isomer or geometry (same formula, charge and spin): 139.2 kcal per mole
* frontier orbital gap (spin up / spin down): 5.960 / 5.962 eV
* E_HOMO (spin up / spin down): -12.05 / -12.05 eV
* E_LUMO (spin up / spin down): -6.09 / -6.09 eV
* SMILES: [H]/N=[NH+]/CCN=C=C

---

A cluster of 2 separate species, C4H13N3O in total at a distorted geometry. Source: the OMol25 dataset; level of theory: ωB97M-V/def2-TZVPD.

```
! RIJCOSX wB97M-V def2-TZVPD def2/J DEFGRID3
* xyz 2 1
C -1.4408 0.3639 -0.8603
C -0.2293 -0.4333 -1.0951
C -3.9146 0.4991 -0.9908
C 3.4835 -0.7811 2.2671
N -1.2447 1.5612 -0.3723
N -2.6564 -0.0904 -1.2230
N 3.0851 -0.5907 0.8117
O 0.8192 -0.1551 -0.5833
H -4.3191 0.9872 -1.9927
H -4.6713 -0.1358 -0.5958
H -3.7415 1.3073 -0.3771
H 3.0343 -0.0545 2.9152
H 3.1518 -1.7905 2.3951
H 4.5249 -0.6651 2.1555
H -0.3563 1.6109 0.1351
H -2.0305 2.1565 -0.0924
H 2.0397 -0.5497 0.5530
H -2.5284 -0.8902 -1.8373
H 3.6671 0.1572 0.4854
H -0.3026 -1.2397 -1.9346
H 3.6297 -1.2674 0.2364
*
```

Summary:
* energy relative to the best compared isomer or geometry (same formula, charge and spin): 6.0 kcal per mole
* frontier orbital gap: 9.305 eV
* E_HOMO: -18.47 eV
* E_LUMO: -9.17 eV

---

Per-record energy, eV: -53225.101; -534733.352; -8736.745; -10859.350